Density functional theory data (ωB97M-V/def2-TZVPD) for a 2-piece molecular cluster, CH6SSi overall in a non-equilibrium geometry.

Summary:
* energy above the lowest of the compared OMol25 structures with the same formula, charge and spin: 71.36 kcal per mole
* E_LUMO: 0.69 eV
* Kohn-Sham gap: 0.3566 Ha
* total energy: -19844.2558 eV
* spin multiplicity: 1

Element x y z (Å)
C 0.1251 -0.3336 -0.8176
Si -0.2374 -0.1048 1.0610
S 1.1693 0.8082 -1.6305
H 0.6463 -1.3986 -0.9095
H -1.2692 -0.6530 -1.4610
H -1.3272 0.9832 1.5050
H 0.9995 0.3963 1.7758
H -0.7771 -1.4225 1.4083
H 0.6707 1.7249 -0.9314

natural (NBO) atomic charge list, values in e, 6 entries: -1.022 0.871 0.079 0.254 0.184 -0.148